[1]
The following is a quantum chemistry calculation of a structure of composition C36H28IIrN3OP in a non-equilibrium geometry, from OMol25.

Results
F_max   0.020 hartree/bohr
Highest occupied orbital energy (spin up / spin down)   -16.0761 / -16.0730 eV
Multiplicity   2
M   868.7 g mol⁻¹
Frontier orbital gap (spin up / spin down)   5.3 / 4.3 eV
E   -2370.57352 a.u.
Net charge   +3

Element x y z (Å)
C  3.52956  -3.83806  -2.14184
C  0.86583  -4.43784  5.22849
H  0.26508  -1.13728  5.45089
H  0.18272  -4.31141  -2.15658
H  -0.21810  -5.36954  0.15590
P  -0.17588  -2.68271  0.26657
H  -2.86606  -2.45228  -3.79966
C  -1.71279  -2.54828  -1.99692
C  3.88084  2.88375  -0.16077
N  -2.16299  0.18496  -0.02506
N  0.02429  1.55967  -0.14425
C  5.82887  1.06822  0.71998
Ir  -0.21867  -0.38919  0.48545
C  0.11523  -3.58294  3.03362
C  -3.50854  2.08441  -0.59758
H  7.20638  2.68018  0.34026
H  -5.62044  1.72003  -0.80849
H  0.77395  -6.79141  4.03653
C  2.15352  1.17321  0.28487
O  1.78470  0.02298  0.70790
C  2.28306  -4.30146  -2.54088
C  0.50935  -5.98324  3.36608
H  3.11573  3.56730  -0.49589
C  -4.52616  -0.04766  -0.28609
C  -1.05146  2.30522  -0.30105
H  -2.63268  -4.22983  0.81930
H  0.18362  -7.24439  1.67704
C  0.00233  -2.34185  3.70212
C  -0.10484  -3.84703  1.65232
H  5.48660  4.25676  -0.46346
H  -4.59088  -4.71791  -0.59638
H  1.13913  -3.02348  6.80298
C  0.36569  -2.11720  5.00140
H  6.60472  0.38828  1.04358
H  -0.90966  -1.93783  -2.39539
H  -4.69167  -3.86481  -2.91249
H  2.61277  -1.99509  0.53732
C  -3.26147  -0.56751  -0.00645
C  -3.84540  -3.61950  -2.28409
C  -3.78528  -4.10866  -0.98487
C  5.20003  3.26576  -0.14085
N  1.23835  2.10076  -0.17257
I  -1.05917  -0.75030  2.89041
C  -1.02818  3.77598  -0.41581
C  0.84196  -3.19231  5.77776
H  -3.57678  3.13920  -0.82510
H  4.23512  -0.31286  1.04770
C  4.51984  0.67440  0.71335
C  6.16945  2.36988  0.30679
H  2.19490  -4.95274  -3.39998
C  -2.28425  1.51883  -0.31308
H  -0.01854  4.16249  -0.33364
C  2.51734  -2.63371  -0.32573
H  -3.13379  -1.60993  0.23020
C  0.50000  -4.66395  3.87482
H  4.62250  -2.65514  -0.72788
C  3.64637  -3.00696  -1.03546
H  4.41365  -4.13482  -2.69050
C  -1.63240  -3.06872  -0.69948
C  -2.81459  -2.83192  -2.78766
H  -1.44967  4.08263  -1.37813
C  1.14645  -3.93584  -1.83879
C  0.19220  -6.23495  2.06386
C  -0.06674  -5.15513  1.20743
H  -1.65584  4.21665  0.36306
H  1.16929  -5.29024  5.82305
H  -5.38649  -0.70215  -0.26025
C  -4.65300  1.28883  -0.58696
C  3.51958  1.57819  0.27467
C  1.26014  -3.10065  -0.72243
C  -2.68262  -3.83296  -0.18721

[2]
The following is a quantum chemistry calculation of a structure of composition C36H28N7O3Pb, from OMol25.

Results
F_max   0.011 hartree/bohr
Highest occupied orbital energy   -10.4112 eV
M   813.9 g mol⁻¹
Frontier orbital gap   7.0 eV
E   -2190.34380 a.u.
Net charge   +1

Element x y z (Å)
H  -4.71043  -2.92583  2.86559
H  0.21920  4.51807  -2.68086
C  3.23374  -3.10664  1.84318
C  3.13536  -3.02786  3.22031
C  0.95406  3.80408  -2.33919
N  -1.26437  1.08219  -1.19880
H  3.98558  -3.73463  1.39017
C  -1.98308  0.72753  2.05444
O  -1.73128  2.95175  -2.43151
N  -1.54689  -1.47336  1.24389
C  2.38323  -2.33368  -0.42986
H  2.69322  4.99608  -2.73293
H  3.23967  1.70308  1.51028
C  -2.65985  -3.48531  -2.40443
C  -2.62595  0.62844  -1.35971
H  2.44004  -2.19353  -4.31189
C  2.17739  -2.20445  3.79604
C  3.06418  5.97182  1.74366
H  2.08236  -2.11021  4.86812
H  -4.22124  -0.48431  3.00555
O  1.58497  1.19953  1.28192
C  3.77569  4.79208  1.68220
H  -3.23697  0.82440  -0.46836
C  -3.55398  -1.16129  2.48936
H  -4.77548  -3.28232  -2.74935
C  1.00115  4.76360  1.72668
C  -0.94171  2.22989  -1.84338
C  2.42040  -2.23384  -3.23088
H  -1.05226  -3.38661  0.68259
C  -2.90824  -3.35044  1.77424
C  1.34738  -1.49089  2.95421
C  -1.78743  -2.78072  1.19810
C  -2.39427  -0.67377  1.90085
H  0.87411  -0.75394  -3.04458
N  1.43997  -1.57848  1.63052
C  -3.86522  -2.78775  -2.43661
N  1.36445  1.64886  -1.41100
H  3.31941  1.08739  -1.09008
C  -3.88281  -1.45314  -2.08604
H  -3.08757  1.19745  -2.17048
H  -0.56325  -3.30275  -1.95151
H  4.26387  3.22091  -1.94015
H  3.92781  -3.82190  -0.65848
H  3.59967  6.91201  1.77917
C  1.54476  -1.42535  -2.52140
H  -4.79613  -0.87344  -2.12317
H  0.58916  -0.81810  3.33874
N  -1.54971  -1.52022  -1.64458
H  3.95409  -3.72711  -3.09390
H  3.80970  -3.60102  3.84257
C  -1.52958  -2.81069  -1.99665
C  3.10244  3.57232  1.63623
H  -0.07940  4.72972  1.74335
H  -2.60203  -4.52517  -2.69343
H  4.85725  4.78207  1.67471
O  3.85792  2.45478  1.58663
Pb  0.15621  -0.18471  -0.11163
C  -2.69005  -0.84233  -1.70716
N  -0.36323  2.31295  1.75957
C  -3.81574  -2.51781  2.41463
H  -3.06411  -4.41800  1.71749
H  1.11901  6.89574  1.82037
C  1.66897  5.96678  1.76718
C  1.54073  -1.48907  -1.13804
C  2.35842  -2.35443  1.06459
C  0.52416  2.58241  -1.85014
C  2.31612  4.04945  -2.36942
H  -2.57246  1.41893  2.64839
C  2.67540  1.87694  -1.45834
C  3.27057  -3.09253  -2.54608
C  1.69815  3.55014  1.65184
C  3.19433  3.06677  -1.93297
N  -0.85765  1.07729  1.57003
C  3.25404  -3.14313  -1.16251
C  0.96006  2.28200  1.56045

[3]
The following is a quantum chemistry calculation of a structure of composition C36H29B2IN9O2Y in a non-equilibrium geometry, from OMol25.

Results
F_max   0.081 hartree/bohr
Highest occupied orbital energy (spin up / spin down)   -4.6826 / -5.1691 eV
M   857.1 g mol⁻¹
Frontier orbital gap (spin up / spin down)   4.7 / 5.2 eV
E   -2418.25262 a.u.

Element x y z (Å)
C  -1.50761  -3.83625  1.14096
H  3.88634  -4.63212  -0.69142
C  -4.81471  3.40581  -3.01537
H  3.22312  1.43104  2.13023
C  1.16179  4.53668  2.00441
C  1.29790  3.97750  4.69175
C  0.41040  -3.63323  -2.23173
H  0.20221  -2.55007  3.02976
C  -1.25605  -3.96318  -3.96687
H  -3.81099  3.98703  -4.87575
C  0.41280  3.39185  2.55585
C  1.67236  0.94621  -1.88818
C  0.55147  3.14465  3.90970
C  -2.49556  2.84910  -3.60116
C  0.94159  -4.93228  -4.26473
H  2.29807  -3.35487  0.61635
H  2.63540  6.07075  2.36125
O  -2.81789  2.53889  -0.06476
H  2.32932  5.83195  4.93442
N  2.60984  1.05028  0.06897
C  1.37599  -4.35425  -3.03660
C  0.79614  -3.15751  -0.95905
H  -1.59877  2.86478  -4.28436
B  -1.45768  2.51361  -0.37090
C  2.69037  1.91173  -1.97246
C  -2.23040  -0.43570  2.18569
H  -0.54509  -4.33784  1.05850
H  2.66759  -3.25243  4.03696
H  0.48805  3.88080  -1.28399
O  -1.14774  2.59428  -1.74555
H  4.27219  -1.30774  3.20845
C  -0.85988  -3.33290  -2.80724
C  -2.54612  -1.79286  1.79824
H  1.65663  5.35328  0.17335
I  -2.03643  -1.60776  -2.26910
H  -5.78063  3.85029  -3.30353
N  1.29547  -1.17128  1.86047
H  1.60398  -5.51528  -4.87606
H  3.33724  -5.22781  -3.11978
C  1.94141  5.40513  2.83258
C  -3.43002  2.41375  -1.32534
C  2.63177  -4.70843  -2.47133
C  -2.38490  2.39349  -2.31518
C  1.90982  5.15956  4.19398
H  -4.86094  -4.26560  1.18080
C  2.37324  -2.39056  3.43873
H  2.94298  2.48217  -2.89436
Y  0.08888  -1.18513  0.06633
C  -3.86664  -3.77899  1.24126
N  -0.32067  2.82016  0.36185
C  -0.37949  -4.80282  -4.68094
C  -0.44971  2.48596  1.73076
N  -1.34931  1.71234  2.19513
H  0.12085  2.24899  4.30237
C  2.00972  -3.55032  -0.43091
H  -2.65100  -5.55557  0.70006
N  -1.59012  0.47856  1.46999
H  4.07143  2.54553  -0.39287
C  -3.72200  3.44344  -3.93150
N  1.62484  0.40762  -0.63459
C  0.49172  3.76140  -0.18956
H  4.45764  0.25030  1.14107
C  -2.68552  -4.52045  0.98354
H  0.94896  0.73358  -2.68110
N  2.61131  -0.67893  1.99618
H  -5.48919  2.98725  -0.99292
B  3.27296  0.54980  1.33993
C  -3.80079  -2.43361  1.69489
N  -1.47164  -2.49784  1.39075
N  1.13828  4.62484  0.60002
H  -0.66456  -5.31624  -5.60475
C  3.24271  1.96899  -0.74238
H  -2.63607  -0.04361  3.12160
H  -4.73039  -1.86699  1.91530
C  -4.66145  2.92800  -1.71434
C  1.15666  -2.09634  2.85126
H  1.30975  3.70998  5.70566
C  3.22946  -1.44296  2.92219
C  2.92692  -4.33763  -1.18119
H  -2.26763  -3.77399  -4.32971